# 1
Formula: C3H5P
Source: the OMol25 dataset
Level of theory: wB97M-V/def2-TZVPD

Lowest unoccupied orbital energy (spin up / spin down): -0.01894 / -0.01660 Eh
Molecular weight: 72.05 g/mol
ΔE to the lowest compared entry with this formula, charge and spin: 80.6 kcal per mole
Orbital gap (spin up / spin down): 8.176 / 8.098 eV

Each line ends with the Mulliken charge.
Cartesian coordinates (Å):
C (0.71494, 1.08631, 0.07735)  -0.224
C (-0.59533, 0.36119, -0.14809)  -0.344
C (0.03741, -0.98688, -0.38768)  -0.645
P (1.73085, -0.29381, -0.28351)  -0.070
H (1.03717, 2.08800, 0.43049)  0.344
H (-1.33105, 0.55287, 0.74478)  0.199
H (-1.09331, 0.70142, -0.97576)  0.240
H (-0.20211, -1.69413, 1.48273)  0.049
H (-0.29857, -1.81497, -0.94031)  0.452

Cartesian forces (eV/Å) of the 6 atoms listed first:
2.0 -1.6 -0.5
-0.3 0.9 3.6
0.9 0.1 3.8
-1.3 1.3 0.5
-0.8 -0.7 -0.4
1.2 -0.9 -1.5


# 2
Formula: C5H7NO
Source: the OMol25 dataset
Level of theory: wB97M-V/def2-TZVPD

Lowest unoccupied orbital energy: 0.03861 Eh
Molecular weight: 97.12 g/mol
ΔE to the lowest compared entry with this formula, charge and spin: 59.3 kcal per mole
Orbital gap: 10.632 eV

Each line ends with the Mulliken charge.
Cartesian coordinates (Å):
C (-0.98028, 1.04782, -2.02054)  -0.720
N (-1.39808, 0.41524, -0.77522)  -0.531
C (-0.47735, -0.13039, -0.12926)  0.757
O (0.86721, -0.26895, -0.48951)  -0.428
C (1.12475, -0.94749, 0.74921)  -0.015
C (0.85215, -0.01948, 1.87305)  -0.588
C (-0.29178, -0.77610, 1.20656)  -0.486
H (-1.61446, 0.71309, -2.84530)  0.267
H (-1.11136, 2.13000, -1.91424)  0.252
H (0.06742, 0.84839, -2.27349)  0.295
H (1.78747, -1.80237, 0.72096)  0.372
H (0.95095, 1.05005, 1.70346)  0.196
H (1.11541, -0.36165, 2.86904)  0.260
H (-0.96454, -1.44172, 1.73134)  0.369

Cartesian forces (eV/Å) of the 6 atoms listed first:
0.0 0.1 -0.2
0.4 -0.2 0.3
-0.4 0.2 -0.1
0.1 0.1 -0.1
0.3 -0.2 0.2
0.1 0.1 0.1


# 3
Formula: C60H108O30
Source: the OMol25 dataset
Level of theory: wB97M-V/def2-TZVPD

Lowest unoccupied orbital energy: 0.00649 Eh
Molecular weight: 1309.49 g/mol
ΔE to the lowest compared entry with this formula, charge and spin: 82.2 kcal per mole
Orbital gap: 9.626 eV

Each line ends with the Mulliken charge.
Cartesian coordinates (Å):
O (-10.47060, -13.04948, 26.00109)  -0.544
C (-10.76009, -13.25895, 24.82276)  0.855
O (-10.68636, -12.36319, 23.81300)  -0.299
C (-10.51965, -10.97516, 24.10786)  0.520
C (-11.83313, -10.35033, 24.45465)  -1.265
C (-11.13115, -14.61447, 24.29398)  -1.239
H (-10.11030, -10.41575, 23.26668)  0.446
H (-9.78812, -10.79559, 24.89571)  -0.293
H (-11.70286, -9.28309, 24.63389)  0.134
H (-12.36448, -10.80118, 25.29281)  0.334
H (-12.48228, -10.49891, 23.59173)  0.429
H (-11.02548, -15.33124, 25.10833)  0.365
H (-10.49378, -14.95720, 23.47887)  0.244
H (-12.15361, -14.58476, 23.91745)  0.317
O (-4.94598, -3.16781, 26.39786)  -0.097
C (-4.64646, -2.09530, 26.93351)  0.298
O (-3.34715, -1.62716, 27.03403)  -0.381
C (-2.23651, -2.33861, 26.49369)  1.094
C (-0.95561, -1.49902, 26.50191)  -1.592
C (-5.64281, -1.20043, 27.63895)  -0.287
H (-2.39981, -2.62376, 25.45440)  -0.269
H (-1.98249, -3.23340, 27.06195)  -0.237
H (-0.56837, -1.24865, 27.48957)  0.327
H (-1.20247, -0.51954, 26.09231)  0.421
H (-0.16427, -2.05386, 25.99790)  0.374
H (-6.02329, -1.67294, 28.54453)  -0.020
H (-6.46627, -0.93390, 26.97639)  -0.153
H (-5.21353, -0.26619, 28.00092)  0.466
O (-5.29569, -5.36904, 22.53497)  -0.334
C (-4.41286, -4.71041, 21.98937)  0.781
O (-4.52507, -4.10702, 20.75670)  -0.409
C (-5.74641, -4.12796, 20.02113)  -0.231
C (-6.56125, -2.94341, 20.42113)  -1.080
C (-2.97980, -4.68785, 22.55739)  0.047
H (-6.28410, -5.05349, 20.22699)  0.265
H (-5.48809, -4.14407, 18.96230)  0.416
H (-5.94702, -2.04979, 20.31039)  0.344
H (-6.94257, -2.91478, 21.44185)  0.072
H (-7.42677, -2.87982, 19.76164)  0.432
H (-2.74943, -5.72223, 22.81251)  -0.192
H (-2.81762, -4.09076, 23.45478)  -0.381
H (-2.33178, -4.26448, 21.78997)  0.430
O (-2.61677, -6.49673, 30.66027)  -0.694
C (-2.67402, -5.40295, 30.10270)  0.078
O (-1.77871, -4.45450, 30.06754)  -0.012
C (-0.69201, -4.51937, 31.03773)  -0.186
C (0.07854, -3.31030, 30.82390)  -1.269
C (-3.92824, -5.03505, 29.36533)  0.823
H (-0.04122, -5.38534, 30.91673)  0.294
H (-1.03540, -4.59042, 32.06978)  0.339
H (0.99622, -3.33269, 31.41166)  0.405
H (-0.43647, -2.47010, 31.28966)  0.332
H (0.24167, -2.99260, 29.79406)  0.236
H (-4.63674, -5.80311, 29.67551)  -0.548
H (-3.83369, -5.16764, 28.28757)  -0.418
H (-4.39454, -4.05113, 29.41597)  0.470
O (-5.00492, -9.04872, 20.22413)  -0.586
C (-4.13803, -8.17208, 20.21091)  0.880
O (-3.39288, -7.75573, 21.18311)  -0.393
C (-3.43551, -8.52508, 22.38404)  2.420
C (-2.11322, -9.36462, 22.48922)  -1.634
C (-3.84290, -7.39367, 18.99596)  -1.017
H (-4.31543, -9.15105, 22.53241)  -0.899
H (-3.60830, -7.79392, 23.17375)  -0.602
H (-1.84955, -9.67457, 23.50042)  0.295
H (-1.22410, -8.84411, 22.13333)  0.442
H (-2.11771, -10.23645, 21.83503)  0.420
H (-2.92838, -6.80212, 19.03852)  0.298
H (-4.64540, -6.65866, 18.93394)  0.095
H (-3.81382, -8.06375, 18.13675)  0.398
O (-6.94713, -4.86707, 30.41658)  -0.423
C (-7.93884, -5.48053, 30.96536)  0.182
O (-8.83078, -4.97086, 31.82299)  -0.328
C (-8.77809, -3.60955, 32.27431)  -0.012
C (-10.18615, -3.08739, 32.55905)  -1.272
C (-8.21118, -6.95130, 30.61826)  0.781
H (-8.32443, -2.94896, 31.53545)  0.082
H (-8.24272, -3.55676, 33.22230)  0.423
H (-10.18517, -2.04338, 32.87233)  0.389
H (-10.57778, -3.60877, 33.43249)  0.366
H (-10.85069, -3.07252, 31.69518)  0.247
H (-9.20696, -7.05566, 30.18741)  0.181
H (-8.31675, -7.48688, 31.56172)  0.802
H (-7.37642, -7.24148, 29.98024)  -1.270
O (-9.54509, -2.85482, 24.39268)  -0.678
C (-8.36065, -2.54646, 24.45062)  0.487
O (-7.94862, -1.31382, 24.49273)  -0.232
C (-8.81652, -0.21369, 24.52488)  0.149
C (-7.94517, 1.00380, 24.28514)  -1.318
C (-7.31524, -3.64308, 24.24377)  0.163
H (-9.23851, -0.18917, 25.52958)  -0.089
H (-9.64511, -0.22717, 23.81682)  0.429
H (-7.61912, 1.04650, 23.24592)  0.336
H (-7.00303, 1.02211, 24.83298)  0.267
H (-8.32297, 1.99730, 24.52666)  0.419
H (-6.32663, -3.24752, 24.01078)  0.103
H (-7.60003, -4.30385, 23.42500)  0.462
H (-7.21341, -4.21413, 25.16660)  -0.560
O (-10.71523, -10.38418, 31.76463)  -0.606
C (-11.05662, -11.28750, 30.99576)  0.816
O (-11.42732, -11.15799, 29.73124)  -0.328
C (-11.33399, -9.99662, 29.03137)  -0.489
C (-9.96589, -9.87778, 28.33391)  0.740
C (-11.21142, -12.74393, 31.48326)  -1.105
H (-11.53992, -9.09180, 29.60321)  0.437
H (-12.09677, -10.01607, 28.25299)  0.171
H (-9.73626, -8.86798, 27.99381)  -0.486
H (-9.94401, -10.58469, 27.50452)  -0.357
H (-9.11765, -10.17296, 28.95153)  0.203
H (-10.26952, -13.28733, 31.55822)  0.257
H (-11.76177, -13.42556, 30.83471)  0.324
H (-11.71161, -12.74217, 32.45171)  0.309
O (-6.14203, -13.09531, 22.75576)  -0.650
C (-6.88719, -12.17705, 22.44416)  0.174
O (-7.83794, -12.11110, 21.50988)  -0.213
C (-7.99639, -13.11796, 20.49630)  -0.327
C (-9.35251, -13.78974, 20.69931)  -0.820
C (-6.57614, -10.82881, 23.03795)  0.378
H (-7.23742, -13.89253, 20.38619)  0.360
H (-7.96679, -12.62690, 19.52364)  0.325
H (-9.52170, -14.25397, 21.67088)  -0.024
H (-9.51801, -14.38557, 19.80169)  0.432
H (-10.16888, -13.06748, 20.69990)  0.266
H (-5.88788, -11.03549, 23.85752)  -0.043
H (-7.48122, -10.52970, 23.56659)  -0.067
H (-6.21102, -10.05966, 22.35737)  0.101
O (-7.84589, -9.14997, 25.78533)  -0.153
C (-7.33381, -8.09039, 26.14444)  -0.520
O (-7.64112, -7.53953, 27.31152)  0.600
C (-6.69644, -6.48147, 27.64096)  2.395
C (-5.59428, -6.64880, 26.58956)  1.214
C (-6.25057, -7.27603, 25.38882)  0.294
H (-6.30887, -6.70867, 28.63407)  -1.915
H (-7.21838, -5.52810, 27.55871)  -0.525
H (-4.85374, -7.34567, 26.98207)  -0.940
H (-5.13975, -5.66774, 26.45163)  0.377
H (-5.75693, -7.95841, 24.69687)  -0.371
H (-6.80254, -6.56608, 24.77287)  -0.085
O (-3.96853, -10.25262, 27.27006)  -0.590
C (-4.33998, -10.10175, 28.42566)  0.128
O (-5.23448, -9.17192, 28.77070)  0.179
C (-5.50492, -9.09461, 30.21824)  -0.015
C (-4.91639, -10.42299, 30.70942)  -0.785
C (-3.90689, -10.84141, 29.67170)  -0.694
H (-6.55449, -9.01127, 30.50028)  -0.208
H (-5.01015, -8.17514, 30.53108)  0.532
H (-5.65666, -11.19541, 30.91795)  0.240
H (-4.41210, -10.27125, 31.66376)  0.445
H (-3.93578, -11.90550, 29.43723)  0.269
H (-2.85722, -10.61386, 29.85748)  0.403
O (-14.07635, -7.38148, 27.74671)  -0.674
C (-13.11728, -6.85164, 27.15566)  0.175
O (-12.02616, -7.55741, 26.76358)  -0.096
C (-11.00749, -6.71231, 26.30373)  0.909
C (-11.77854, -5.48213, 25.89677)  -0.246
C (-12.90243, -5.37438, 26.89308)  -0.100
H (-10.51812, -7.24246, 25.48669)  0.160
H (-10.17220, -6.57243, 26.98990)  -0.730
H (-12.15183, -5.50954, 24.87305)  0.452
H (-11.17468, -4.57515, 25.92587)  -0.131
H (-13.69994, -4.81382, 26.40536)  0.405
H (-12.55043, -4.94612, 27.83158)  -0.039
O (-0.21015, -4.65330, 26.39916)  -0.695
C (-0.64988, -5.77305, 26.40629)  0.582
O (-1.44827, -6.17552, 25.49755)  -0.196
C (-1.77025, -7.55978, 25.68755)  0.365
C (-1.59855, -7.81642, 27.12743)  0.806
C (-0.45108, -6.91363, 27.41653)  -0.537
H (-1.14434, -8.21938, 25.08649)  -0.080
H (-2.81538, -7.70638, 25.41497)  -0.239
H (-1.41047, -8.88131, 27.26428)  0.595
H (-2.48786, -7.57379, 27.70912)  -0.797
H (0.50607, -7.39836, 27.22417)  0.340
H (-0.38083, -6.38406, 28.36665)  -0.131
O (-7.08927, -12.56907, 29.43375)  -0.610
C (-6.75692, -12.81101, 28.28473)  0.377
O (-5.67878, -13.57396, 27.98531)  -0.410
C (-5.43327, -13.67502, 26.57368)  -0.867
C (-6.23867, -12.51851, 26.06265)  0.711
C (-7.35570, -12.29704, 27.03097)  1.489
H (-5.69126, -14.65208, 26.16514)  0.277
H (-4.38159, -13.44753, 26.39956)  0.322
H (-6.63992, -12.72853, 25.07118)  -0.078
H (-5.64570, -11.61802, 25.90269)  -0.376
H (-8.18885, -12.87607, 26.63259)  -0.134
H (-7.62995, -11.24377, 27.09019)  -0.888
O (-10.38505, -4.54600, 28.82119)  -0.542
C (-10.16939, -3.31695, 28.72337)  0.057
O (-11.07437, -2.42478, 28.96832)  -0.353
C (-10.64969, -1.09314, 28.75030)  -0.645
C (-9.16198, -1.18675, 28.59393)  -0.677
C (-8.89347, -2.63395, 28.27556)  2.310
H (-10.88878, -0.39935, 29.55627)  0.308
H (-11.19106, -0.89990, 27.82418)  0.325
H (-8.62321, -0.83279, 29.47288)  0.446
H (-8.92418, -0.49510, 27.78575)  0.228
H (-8.09572, -3.09003, 28.86182)  -0.444
H (-8.65881, -2.80363, 27.22473)  -1.140

Cartesian forces (eV/Å) of the 6 atoms listed first:
-0.7 0.1 -2.2
1.3 0.3 1.3
0.0 -0.2 0.0
0.5 0.8 1.0
-0.8 0.0 -0.3
-0.1 -0.3 0.3


# 4
Formula: C6H14NO
Source: the OMol25 dataset
Level of theory: wB97M-V/def2-TZVPD

Charge: -1
Lowest unoccupied orbital energy: 0.11556 Eh
Molecular weight: 116.18 g/mol
ΔE to the lowest compared entry with this formula, charge and spin: 133.4 kcal per mole
Orbital gap: 5.309 eV

Each line ends with the Mulliken charge.
Cartesian coordinates (Å):
C (-1.97935, -1.15652, -3.15484)  -0.922
N (-0.56941, -0.71509, -3.28761)  -0.625
C (-0.10501, -0.26345, -2.09077)  0.403
C (-0.40717, -0.82867, -0.72658)  -0.454
C (0.13452, -0.24575, 0.56932)  -0.276
C (-0.35565, 1.15399, 0.97798)  -1.269
C (2.25798, 0.74488, 3.35091)  -0.640
O (0.93407, 0.78522, 3.63663)  -0.841
H (-2.14266, -1.69053, -2.23214)  0.367
H (-2.22694, -1.80375, -4.00494)  0.302
H (-2.66397, -0.31084, -2.98081)  0.289
H (0.64877, 0.52950, -2.24062)  0.438
H (2.56104, -0.26725, 2.97987)  0.165
H (-1.14493, -0.02328, -1.35589)  -0.278
H (-0.22080, -1.87313, -0.93078)  0.360
H (1.24653, -0.34414, 0.58640)  0.254
H (0.09561, -0.86572, 1.51170)  0.365
H (-0.40040, 1.40227, 2.03106)  0.344
H (0.25573, 1.86973, 0.47054)  0.228
H (-1.32775, 1.23159, 0.45911)  0.434
H (2.98856, 1.32383, 4.01515)  0.257
H (2.42122, 1.34710, 2.41631)  0.099

Cartesian forces (eV/Å) of the 6 atoms listed first:
0.8 -1.2 0.2
-0.7 2.1 3.1
3.1 -1.1 -3.5
0.7 2.1 -1.5
1.6 -0.6 1.9
-0.7 -0.5 -1.9


# 5
Formula: C28H42CdNO2Si
Source: the OMol25 dataset
Level of theory: wB97M-V/def2-TZVPD

Charge: -1
Lowest unoccupied orbital energy: 0.07194 Eh
Molecular weight: 565.15 g/mol
ΔE to the lowest compared entry with this formula, charge and spin: 0.0 kcal per mole
Orbital gap: 5.209 eV

Each line ends with the Mulliken charge.
Cartesian coordinates (Å):
O (0.44889, 0.33015, -7.24860)  -0.393
C (0.29628, 1.64224, -7.90935)  -0.474
C (0.16322, 1.04196, -9.29956)  -0.811
H (1.22220, 2.23773, -7.77863)  0.291
H (-0.61266, 2.18407, -7.57867)  0.249
C (0.32868, -0.28925, -8.55978)  1.511
H (0.97246, 1.29426, -9.97565)  0.316
H (-0.81893, 1.18165, -9.73719)  0.298
C (1.58652, -1.02639, -8.98213)  -1.696
H (2.45889, -0.37198, -8.98376)  0.380
H (1.43012, -1.34733, -10.00854)  0.416
H (1.72278, -1.91892, -8.36491)  0.382
C (-0.89871, -1.16871, -8.72240)  -1.827
H (-1.81678, -0.62583, -8.49137)  0.371
H (-0.78517, -2.07863, -8.12327)  0.392
H (-0.94038, -1.45634, -9.77232)  0.465
Cd (0.16070, 0.26951, 0.16445)  2.247
C (-2.51615, -0.50045, 1.13746)  -0.369
C (-1.95329, 0.81238, 1.20320)  -0.855
C (-1.83619, 1.31655, -0.15571)  -1.031
H (-1.83360, 1.41131, 2.10316)  0.641
C (-2.34830, 0.28692, -1.02578)  -0.227
C (-2.73287, -0.81781, -0.22963)  -1.061
H (-3.19306, -1.73530, -0.59666)  0.385
H (-2.80005, -1.11009, 1.99130)  0.474
H (-1.64311, 2.35587, -0.42364)  0.731
H (-2.50275, 0.40588, -2.09948)  0.449
C (1.30981, -2.10347, 1.58151)  -0.384
C (0.37438, -2.72274, 0.69734)  -0.864
C (0.60522, -2.23527, -0.61609)  -0.359
H (-0.33342, -3.49248, 0.98009)  0.398
C (1.68672, -1.28277, -0.55898)  -1.773
C (2.12539, -1.21793, 0.81898)  -0.153
H (3.01950, -0.71158, 1.17433)  0.515
H (1.43298, -2.32420, 2.63408)  0.524
H (0.12436, -2.58691, -1.52749)  0.357
H (2.23087, -0.88730, -1.41640)  0.677
O (1.01052, 0.83955, -2.75188)  -0.324
C (0.24318, -0.08279, -3.55747)  -0.280
C (-0.34099, 0.71708, -4.71096)  -0.113
H (-0.59684, -0.57113, -3.00940)  0.013
H (0.91481, -0.89980, -3.87323)  0.353
C (0.47119, 2.04949, -4.67477)  -0.622
H (-1.41589, 0.92369, -4.56372)  0.301
H (-0.21712, 0.13418, -5.61572)  0.031
C (0.71286, 2.19189, -3.18175)  -0.400
H (0.01407, 2.89254, -5.21328)  0.404
H (1.47332, 1.85055, -5.09584)  0.131
H (-0.18422, 2.65214, -2.70249)  0.121
H (1.59859, 2.77520, -2.89817)  0.357
C (3.04777, 2.37510, 0.42733)  -0.932
Si (2.54728, 2.30519, 2.23400)  0.118
C (3.85860, 1.39851, 3.21135)  -1.047
C (2.45829, 4.06771, 2.85774)  -1.388
N (1.04817, 1.39968, 2.40290)  0.165
C (0.44551, 1.18194, 3.58535)  -0.703
C (-0.24368, -0.04739, 3.83940)  0.336
C (-0.88036, -0.29437, 5.04439)  -0.894
C (-0.87906, 0.67620, 6.05991)  -0.473
C (-0.23503, 1.90260, 5.84448)  -0.617
C (0.40616, 2.16179, 4.64008)  -0.056
H (3.99333, 2.93377, 0.35052)  0.480
H (2.30004, 2.89541, -0.18738)  0.085
H (3.21729, 1.37909, 0.00034)  0.226
H (4.81563, 1.92322, 3.10061)  0.368
H (3.60644, 1.36540, 4.27878)  0.319
H (3.98662, 0.36658, 2.86560)  0.332
H (1.47564, 4.51244, 2.65106)  0.351
H (2.65814, 4.14199, 3.93516)  0.343
H (3.21677, 4.68075, 2.34808)  0.334
H (-0.25725, -0.79277, 3.03831)  0.312
H (-1.39284, -1.24921, 5.18846)  0.368
H (-1.37753, 0.47796, 7.00663)  0.313
H (-0.24078, 2.67511, 6.62221)  0.352
H (0.86520, 3.13640, 4.45452)  0.146

Cartesian forces (eV/Å) of the 6 atoms listed first:
0.0 0.7 -2.3
0.3 0.5 0.7
0.0 0.0 0.7
-0.7 -0.1 0.2
0.7 -0.2 0.2
0.1 -0.5 -0.9


> The highest molecular weight belongs to which entry?

C60H108O30


> Which formula does entry 1 have?

C3H5P